[1]
Below is a molecular structure, C34H34I2N8O3STi in a non-equilibrium geometry, with properties calculated with ωB97M-V/def2-TZVPD.

Each line ends with the Mulliken charge.
Element x y z (Å)
Ti 0.35 1.92 0.18  0.705
I 0.28 6.80 6.26  0.110
C 0.32 5.26 4.86  -0.604
C 0.78 4.00 5.22  -0.347
C 0.81 2.98 4.27  -0.523
I 1.55 1.13 4.86  0.108
C 0.37 3.19 2.97  0.080
O 0.38 2.21 2.06  -0.026
C -0.08 4.47 2.62  0.604
C -0.55 4.76 1.22  -0.996
N 0.36 4.19 0.20  -0.104
C 1.73 4.75 0.27  -0.993
C 2.83 3.73 0.11  0.686
C 4.15 4.17 0.01  -1.079
C 5.17 3.24 -0.09  -0.356
C 4.85 1.89 -0.08  -1.097
C 3.52 1.53 0.02  -0.320
N 2.53 2.43 0.10  0.626
C -0.10 5.49 3.56  -0.589
H 1.12 3.81 6.22  0.378
H -1.53 4.31 1.04  0.337
H -0.65 5.84 1.09  0.418
H -0.02 4.38 -0.72  0.360
H 1.86 5.54 -0.47  0.511
H 1.86 5.21 1.25  0.404
H 4.36 5.23 0.01  0.518
H 6.19 3.57 -0.16  0.428
H 5.62 1.13 -0.14  0.474
H 3.22 0.49 0.03  0.362
H -0.44 6.48 3.27  0.427
O 0.27 1.24 -4.19  -0.494
S 0.37 2.40 -3.32  0.084
N 0.36 2.20 -1.86  -0.396
C -2.96 -3.22 -3.81  -1.494
C -2.90 -1.97 -2.99  0.498
C -3.11 -0.72 -3.56  -0.839
C -3.08 0.43 -2.79  0.770
C -3.35 1.77 -3.43  -1.837
C -2.76 0.33 -1.43  1.586
C -2.67 1.57 -0.67  -0.976
O -1.74 1.89 0.06  0.218
C -2.56 -0.92 -0.81  0.567
C -2.39 -1.10 0.67  -1.590
C -2.65 -2.04 -1.62  -0.605
H -3.22 -3.00 -4.85  0.379
H -3.69 -3.92 -3.41  0.357
H -1.99 -3.73 -3.81  0.269
H -3.32 -0.64 -4.62  0.330
H -3.40 1.67 -4.51  0.367
H -2.57 2.50 -3.20  0.289
H -4.31 2.19 -3.09  0.421
H -3.50 2.29 -0.76  0.488
H -3.37 -1.24 1.13  0.464
H -1.91 -0.26 1.16  0.055
H -1.81 -1.99 0.89  0.279
H -2.54 -3.02 -1.15  0.678
C 0.95 -1.21 -2.06  -1.048
C 1.02 -1.25 -0.57  0.312
N 0.77 -0.26 0.27  1.856
C 0.95 -0.77 1.55  -0.803
C 1.33 -2.07 1.46  -0.619
N 1.38 -2.36 0.12  0.562
C 1.87 -3.61 -0.46  -1.100
N 1.53 -4.73 0.35  0.731
N 2.34 -5.07 1.39  -0.615
N 1.78 -5.99 2.08  -0.521
C 0.56 -6.29 1.51  0.244
C -0.41 -7.22 1.88  -0.710
C -1.54 -7.29 1.09  -0.555
C -1.70 -6.47 -0.04  -0.566
C -0.75 -5.55 -0.42  -0.656
C 0.38 -5.47 0.39  1.135
H 0.70 -0.21 -2.40  -0.623
H 0.17 -1.88 -2.43  0.278
H 1.90 -1.51 -2.51  0.555
H 0.80 -0.16 2.42  -0.171
H 1.59 -2.79 2.21  0.570
H 2.95 -3.57 -0.55  0.083
H 1.43 -3.73 -1.46  0.596
H -0.27 -7.85 2.74  0.441
H -2.32 -8.00 1.34  0.382
H -2.60 -6.58 -0.64  0.403
H -0.86 -4.95 -1.31  0.469

Net charge: +1
2S+1: 2
LUMO level (alpha / beta): -3.17 / -3.21 eV
Highest occupied orbital energy (alpha / beta): -0.38024 / -0.38081 Ha
Frontier orbital gap (alpha / beta): 7.2 / 7.1 eV

[2]
Below is a molecular structure, C17H17Cl3N4O6S5W in a non-equilibrium geometry, with properties calculated with ωB97M-V/def2-TZVPD.

Each line ends with the Mulliken charge.
Element x y z (Å)
W -0.12 -2.74 0.90  1.577
S 0.66 -4.24 -0.58  -0.145
S 1.94 -5.74 0.31  -0.067
S 1.01 -5.82 2.10  -0.062
S 1.11 -3.75 2.46  -0.102
O 1.62 5.15 2.10  -0.664
S 2.97 5.66 1.94  1.178
O 3.81 5.56 3.12  -0.673
O 3.08 6.89 1.19  -0.661
C 3.76 4.41 0.88  0.042
N 4.73 4.76 0.03  -0.455
C 5.24 3.80 -0.73  -0.311
C 4.79 2.49 -0.69  -0.720
C 3.81 2.23 0.25  0.481
N 3.31 3.17 1.04  -0.333
C 3.14 0.91 0.43  1.116
C 3.09 -0.06 -0.55  -0.943
C 2.27 -1.16 -0.38  -0.280
N 1.56 -1.34 0.74  -0.139
C 1.69 -0.45 1.75  -0.223
C 2.45 0.68 1.62  -0.701
H 6.03 4.09 -1.41  0.421
H 5.20 1.73 -1.34  0.368
H 3.62 0.06 -1.49  0.314
H 2.17 -1.91 -1.15  0.448
H 1.12 -0.66 2.65  0.401
H 2.48 1.42 2.41  0.581
Cl -5.23 -3.94 0.73  -0.089
C -3.59 -4.10 1.32  0.853
Cl -2.51 -4.65 0.02  -0.086
Cl -3.52 -5.24 2.68  -0.117
C -3.02 -2.73 1.79  -0.068
O -3.71 -1.76 1.85  -0.463
O -1.72 -2.80 2.05  -0.695
O -1.05 -0.72 0.73  -0.909
C -1.59 -0.23 -0.30  0.635
C -1.46 -0.96 -1.62  0.153
C -2.72 -1.09 -2.51  -1.052
C -4.02 -0.68 -1.81  -0.371
C -4.19 0.84 -1.72  -0.634
C -2.89 1.55 -1.36  -0.827
N -2.21 0.92 -0.23  -0.003
H -1.10 -1.96 -1.37  -0.330
H -0.65 -0.47 -2.17  0.394
H -2.79 -2.13 -2.83  0.464
H -2.60 -0.50 -3.42  0.417
H -4.06 -1.13 -0.81  0.088
H -4.87 -1.10 -2.35  0.427
H -4.96 1.07 -0.98  0.338
H -4.53 1.24 -2.68  0.319
H -3.07 2.59 -1.09  0.484
H -2.21 1.55 -2.21  0.279
H -2.27 1.33 0.69  0.345

Net charge: 0
2S+1: 1
LUMO level (alpha / beta): -2.98 / -2.71 eV
Highest occupied orbital energy (alpha / beta): -0.27454 / -0.27454 Ha
Frontier orbital gap (alpha / beta): 4.5 / 4.8 eV

[3]
Below is a molecular structure, C4H6CuO in a non-equilibrium geometry, with properties calculated with ωB97M-V/def2-TZVPD.

Each line ends with the Mulliken charge.
Element x y z (Å)
C 0.10 -1.55 -0.69  -0.730
C 0.32 -1.10 0.67  -0.119
C 0.19 0.27 0.98  -0.243
C -0.26 1.12 -0.12  0.001
O -0.87 2.18 0.05  -0.729
Cu -1.10 3.70 -0.85  0.926
H -0.86 -2.07 -0.79  0.299
H 0.92 -2.18 -1.05  0.316
H 1.07 -1.65 1.24  0.352
H -0.26 0.52 1.94  0.371
H 1.01 1.13 -0.15  0.254
H -0.26 -0.37 -1.22  0.301

Net charge: +1
2S+1: 3
LUMO level (alpha / beta): -5.30 / -6.82 eV
Highest occupied orbital energy (alpha / beta): -0.43075 / -0.53132 Ha
Frontier orbital gap (alpha / beta): 6.4 / 7.6 eV

[4]
Below is a molecular structure, C33H33F5NO2PdSSbSiTe, with properties calculated with ωB97M-V/def2-TZVPD.

Each line ends with the Mulliken charge.
Element x y z (Å)
Pd -0.97 -0.17 1.27  1.152
C -3.40 -1.46 3.51  -0.920
Si -2.65 -2.56 2.22  0.070
C -3.68 -4.06 1.86  -1.259
C -0.91 -3.07 2.54  -0.897
N -2.62 -1.30 0.79  0.232
C -3.51 -1.05 -0.09  0.525
C -4.64 -1.93 -0.37  -0.546
C -5.59 -1.60 -1.26  -1.053
C -5.50 -0.36 -1.98  -0.496
C -4.48 0.53 -1.82  -1.016
C -3.46 0.23 -0.91  1.082
O -2.46 0.99 -0.68  0.436
C -2.34 2.29 -1.28  -0.491
C -3.12 3.31 -0.80  0.189
C -2.93 4.57 -1.34  -0.869
C -1.96 4.76 -2.33  -0.645
C -1.18 3.70 -2.77  -0.760
C -1.36 2.43 -2.24  0.141
H -3.57 -2.06 4.41  0.446
H -4.36 -1.05 3.21  0.333
H -2.74 -0.63 3.80  0.286
H -3.42 -4.78 2.66  0.420
H -3.42 -4.55 0.92  0.440
H -4.75 -3.90 1.92  0.398
H -0.95 -3.85 3.31  0.520
H -0.27 -2.26 2.93  0.201
H -0.43 -3.49 1.66  0.253
H -4.68 -2.88 0.15  0.250
H -6.41 -2.27 -1.46  0.486
H -6.28 -0.13 -2.70  0.461
H -4.44 1.45 -2.38  0.591
H -3.84 3.14 -0.01  0.536
H -3.52 5.40 -0.99  0.444
H -1.82 5.75 -2.74  0.465
H -0.43 3.86 -3.53  0.543
H -0.75 1.59 -2.55  0.464
F -0.43 2.82 0.85  -0.432
Te -0.18 2.37 2.64  2.342
F -1.14 3.90 2.98  -0.372
F -1.91 1.47 2.57  -0.595
F 1.40 3.30 2.66  -0.406
F -0.09 2.11 4.45  -0.373
O 0.55 0.75 2.17  -0.976
S 0.07 -1.28 -0.46  -0.608
Sb 2.30 -0.49 -0.48  1.950
C 3.11 -0.79 1.42  0.846
C 2.77 -1.96 2.08  -0.826
C 3.31 -2.21 3.33  -0.701
C 4.17 -1.29 3.92  -0.550
C 4.51 -0.12 3.25  -0.810
C 3.98 0.13 1.99  -0.501
C 2.44 1.47 -1.18  0.683
C 2.35 1.65 -2.56  -0.711
C 2.45 2.94 -3.08  -0.871
C 2.63 4.02 -2.23  -0.598
C 2.71 3.83 -0.85  -0.876
C 2.61 2.55 -0.32  -0.166
C 3.19 -1.74 -1.90  0.738
C 4.22 -1.26 -2.71  -0.317
C 4.85 -2.12 -3.59  -0.742
C 4.45 -3.45 -3.66  -0.499
C 3.43 -3.93 -2.85  -0.714
C 2.80 -3.07 -1.96  -0.676
H 2.10 -2.68 1.63  0.343
H 3.06 -3.12 3.85  0.438
H 4.58 -1.49 4.90  0.431
H 5.19 0.59 3.70  0.450
H 4.27 1.04 1.47  0.535
H 2.22 0.81 -3.23  0.543
H 2.40 3.09 -4.15  0.483
H 2.72 5.02 -2.63  0.444
H 2.84 4.67 -0.19  0.488
H 2.66 2.41 0.75  0.222
H 4.54 -0.23 -2.65  0.432
H 5.65 -1.76 -4.22  0.419
H 4.95 -4.12 -4.35  0.402
H 3.13 -4.96 -2.91  0.421
H 2.00 -3.45 -1.34  0.295

Net charge: +2
2S+1: 1
LUMO level: -8.65 eV
Highest occupied orbital energy: -0.51847 Ha
Frontier orbital gap: 5.5 eV

For the records above, the corresponding energy relative to the best compared isomer or geometry (same formula, charge and spin) values read 0.000, 1.049, 1.874, 0.000 eV.